C37H36LiN3O5P as an isolated structure. Source: OMol25; level of theory: wB97M-V/def2-TZVPD.

For the energy above the lowest of the compared OMol25 structures with the same formula, charge and spin, the calculation gives 0.4 kcal/mol. Its net charge is +1. The calculation puts the maximum force at 0.004 hartree/bohr. For the gap between HOMO and LUMO, the calculation gives 0.286 Eh.

Last column: Löwdin charge in e.
Atoms and positions in Å:
Li  -0.0221  -2.0730  -1.4627  0.6369
O  0.5536  -4.9135  1.3105  0.1629
C  0.5344  -3.8885  0.4713  -0.4491
O  -0.1165  -3.8763  -0.5539  0.0501
C  1.3693  -2.7310  0.8963  -0.1922
C  1.9680  -2.6508  2.1334  0.0347
C  2.6863  -1.4931  2.4193  0.0063
C  2.7840  -0.5100  1.4614  0.0414
C  2.1435  -0.6829  0.2270  -0.1493
N  1.4462  -1.7751  -0.0413  0.1155
C  2.3732  0.3631  -0.8253  -0.3007
O  3.7374  0.6391  -0.7692  0.0558
O  0.6896  -0.5458  -2.4193  -0.0406
H  -0.0072  -5.6189  0.9509  0.1516
H  1.8743  -3.4589  2.8437  0.1285
H  3.1700  -1.3691  3.3788  0.1236
H  3.3556  0.3874  1.6403  0.1105
H  4.0414  0.9441  -1.6360  0.0967
C  -2.8881  -4.1481  -2.2492  -0.0665
C  -3.7862  -3.2722  -1.3839  -0.3861
C  -4.6593  -4.1389  -0.4804  -0.0579
C  -3.0059  -2.2597  -0.5328  -0.2718
C  -3.9191  -1.1586  0.0280  -0.0554
O  -3.6322  -0.0173  -0.8181  0.0537
C  -2.5211  -0.3265  -1.4907  -0.3622
N  -2.0372  -1.4998  -1.3589  0.1133
C  -2.0622  0.6998  -2.4591  -0.1578
C  -2.5973  0.5600  -3.7407  -0.0093
C  -2.2458  1.4317  -4.7560  -0.0531
C  -1.3587  2.4635  -4.4863  -0.0531
C  -0.8421  2.6122  -3.2104  -0.0883
C  -1.1661  1.7322  -2.1701  -0.2934
P  -0.2559  2.1505  -0.6153  1.1974
C  1.4368  1.5479  -1.1453  -0.3075
C  1.7101  0.3862  -2.1680  -0.3370
C  2.4972  0.7106  -3.3661  0.0113
C  3.1117  1.8912  -3.5259  -0.0624
C  2.9475  2.9565  -2.5556  -0.0692
C  2.1484  2.8073  -1.4909  -0.1299
C  -1.0737  1.2920  0.7811  -0.3716
C  -0.8915  0.0116  1.2954  -0.1006
C  -1.5066  -0.3824  2.4751  -0.0886
C  -2.3567  0.4871  3.1449  -0.0831
C  -2.5846  1.7529  2.6252  -0.0686
C  -1.9322  2.1560  1.4684  -0.1114
H  -3.4947  -4.8356  -2.8395  0.0857
H  -2.2123  -4.7409  -1.6315  0.0665
H  -2.2868  -3.5552  -2.9383  0.0708
H  -4.4370  -2.6861  -2.0460  0.1468
H  -4.0338  -4.7547  0.1717  0.0865
H  -5.2798  -4.8101  -1.0737  0.0867
H  -5.3244  -3.5507  0.1538  0.0754
H  -2.4734  -2.7882  0.2621  0.1386
H  -3.6925  -0.8740  1.0530  0.1117
H  -4.9791  -1.3792  -0.0725  0.1280
H  -3.2908  -0.2496  -3.9336  0.1278
H  -2.6654  1.3092  -5.7452  0.1133
H  -1.0786  3.1613  -5.2641  0.1135
H  -0.1666  3.4346  -3.0050  0.1040
H  0.0101  -0.0949  -2.9430  0.0908
H  2.5244  -0.0517  -4.1351  0.1298
H  3.6852  2.0811  -4.4238  0.1150
H  3.4229  3.9103  -2.7422  0.1138
H  1.9360  3.6521  -0.8482  0.0918
H  -0.2654  -0.6881  0.7750  0.0702
H  -1.3268  -1.3766  2.8678  0.1094
H  -2.8389  0.1800  4.0640  0.1101
H  -3.2469  2.4404  3.1346  0.1111
H  -2.0698  3.1674  1.1042  0.1020
C  4.3634  2.5196  5.3538  -0.0386
C  3.4788  2.5369  4.1418  -0.2682
C  3.9521  2.9686  2.9057  -0.0231
C  3.0959  2.9938  1.8183  -0.1465
N  1.8159  2.6188  1.8720  0.0763
C  1.3624  2.2134  3.0569  -0.1297
C  2.1450  2.1516  4.2003  -0.0210
H  5.3519  2.1281  5.1137  0.0843
H  3.9332  1.9174  6.1523  0.0788
H  4.4988  3.5333  5.7350  0.0925
H  4.9811  3.2850  2.7875  0.1188
H  3.4660  3.3131  0.8504  0.0995
H  0.3201  1.9165  3.0969  0.0902
H  1.7096  1.8109  5.1316  0.1141



C37H36N2O8TeV as an isolated structure at a distorted geometry. Source: OMol25; level of theory: wB97M-V/def2-TZVPD.

For the energy above the lowest of the compared OMol25 structures with the same formula, charge and spin, the calculation gives 5.5 kcal/mol. The spin multiplicity is 3. Its net charge is -1. The calculation puts the maximum force at 0.022 hartree/bohr. For the gap between HOMO and LUMO (spin up / spin down), the calculation gives 0.264 / 0.258 Eh.

Last column: Löwdin charge in e.
Atoms and positions in Å:
V  -0.6195  -0.7774  -0.1008  0.9823
O  1.0929  2.8950  -0.0792  -0.0930
C  0.2977  2.8757  1.0829  -0.2289
C  -1.1797  2.6304  0.7973  -0.1385
N  -1.6788  1.2440  0.8596  -0.1829
C  -1.7639  0.7771  2.2437  -0.0884
C  -0.4752  0.0601  2.6462  -0.5942
O  -0.0456  0.0885  3.7803  0.0639
O  0.0745  -0.5885  1.6554  -0.1360
C  -2.8973  1.1558  0.0555  -0.1014
C  -2.5061  0.9301  -1.4117  -0.6091
O  -3.1698  1.3816  -2.3220  0.0568
O  -1.4287  0.2070  -1.5559  -0.1446
H  1.4159  2.0089  -0.3282  0.0234
H  0.3705  3.8863  1.4966  0.1174
H  0.6884  2.1920  1.8455  0.1140
H  -1.3775  3.0289  -0.1999  0.1334
H  -1.7781  3.2171  1.5118  0.1229
H  -2.5515  0.0259  2.3257  0.1164
H  -1.9591  1.5918  2.9493  0.1289
H  -3.5232  2.0524  0.1257  0.1293
H  -3.4879  0.2987  0.3817  0.1204
C  5.4867  -4.6044  -0.8967  -0.0591
C  4.1223  -3.9715  -0.8828  -0.2643
C  2.9779  -4.6929  -1.1913  0.0048
C  1.7113  -4.1136  -1.1943  -0.0723
C  0.5397  -4.9374  -1.6147  -0.2929
O  -0.2319  -4.5741  -2.4753  0.1098
C  0.4016  -6.3123  -1.0178  -0.1468
C  0.8850  -6.6128  0.2507  -0.0247
C  0.6870  -7.8765  0.7893  -0.0791
C  0.0215  -8.8464  0.0542  -0.0942
C  -0.4629  -8.5496  -1.2139  -0.0827
C  -0.2826  -7.2832  -1.7438  -0.0183
C  1.5472  -2.7570  -0.8548  -0.2705
O  0.3532  -2.2298  -0.7813  -0.1562
C  2.7110  -2.0189  -0.5518  -0.0963
C  3.9555  -2.6294  -0.5525  0.0179
C  2.6066  -0.5731  -0.2070  -0.2006
N  2.1672  0.3271  -0.9962  0.0792
C  1.7995  0.0422  -2.3744  -0.2845
C  2.8513  0.5144  -3.3693  -0.4916
Te  3.7134  2.4415  -3.0582  1.2872
C  5.3124  1.8861  -1.8107  -0.5807
C  5.9219  2.8958  -1.0679  -0.1746
C  6.9891  2.6079  -0.2310  -0.0980
C  7.4585  1.3069  -0.1167  -0.0988
C  6.8541  0.3006  -0.8535  -0.0943
C  5.7909  0.5865  -1.6991  -0.1417
C  3.0781  -0.1564  1.1433  -0.1563
C  3.0668  -1.0539  2.2073  -0.0236
C  3.4705  -0.6485  3.4682  -0.0709
C  3.9001  0.6545  3.6738  -0.0857
C  3.9154  1.5535  2.6169  -0.0724
C  3.5042  1.1522  1.3566  -0.0266
H  5.4155  -5.6802  -1.0575  0.0702
H  6.0099  -4.4424  0.0478  0.0762
H  6.1126  -4.1920  -1.6913  0.0749
H  3.0666  -5.7451  -1.4419  0.1240
H  1.4001  -5.8516  0.8218  0.1202
H  1.0499  -8.1009  1.7839  0.1005
H  -0.1273  -9.8343  0.4720  0.0974
H  -0.9878  -9.3052  -1.7844  0.0988
H  -0.6713  -7.0202  -2.7186  0.1165
H  4.8195  -2.0336  -0.2720  0.1209
H  0.8593  0.5577  -2.5758  0.1073
H  1.6310  -1.0202  -2.5662  0.1147
H  2.3966  0.5867  -4.3572  0.0402
H  3.6792  -0.1883  -3.4574  0.0345
H  5.5518  3.9127  -1.1274  0.0888
H  7.4447  3.4032  0.3460  0.0993
H  8.2795  1.0780  0.5502  0.0966
H  7.2071  -0.7201  -0.7680  0.0985
H  5.3355  -0.2203  -2.2591  0.0813
H  2.6955  -2.0585  2.0564  0.1237
H  3.4209  -1.3431  4.2961  0.1033
H  4.2086  0.9733  4.6618  0.0972
H  4.2456  2.5731  2.7726  0.1015
H  3.5013  1.8498  0.5308  0.0986
C  -2.9376  -2.6825  -0.8980  -0.0592
C  -2.3165  -1.9222  0.2671  -0.4171
O  -2.8350  -2.0337  1.3702  -0.0401
H  -3.7923  -3.2685  -0.5563  0.0694
H  -2.1840  -3.3270  -1.3606  0.0549
H  -3.2442  -1.9725  -1.6720  0.0739



A 2-piece molecular cluster, C37H36N3 overall at a distorted geometry. Source: OMol25; level of theory: wB97M-V/def2-TZVPD.

For the energy above the lowest of the compared OMol25 structures with the same formula, charge and spin, the calculation gives 23.2 kcal/mol. Its net charge is +1. The calculation puts the maximum force at 0.041 hartree/bohr. For the gap between HOMO and LUMO, the calculation gives 0.173 Eh.

Last column: Löwdin charge in e.
Atoms and positions in Å:
N  6.5849  1.1832  2.9623  0.1479
C  5.4395  1.2877  2.7564  -0.1894
C  4.0237  1.3712  2.5322  -0.2516
C  3.1803  0.4165  3.1182  -0.0209
C  1.8254  0.4610  2.8720  -0.0342
C  1.3166  1.2319  1.7838  -0.2181
C  0.0769  0.8869  1.1692  -0.0431
C  -0.8750  0.0188  1.7713  -0.1416
N  -2.1731  0.4108  1.9277  -0.0374
C  -2.5694  1.8151  2.0113  -0.1208
C  -4.0980  1.8059  2.2106  -0.1432
C  -4.5591  0.3542  2.0314  -0.1440
C  -3.2906  -0.5147  2.0004  -0.1433
C  -0.4678  -1.3627  2.1653  -0.1519
C  0.6946  -1.8799  1.5755  -0.0737
C  1.0822  -3.2031  1.7197  -0.0716
C  0.3661  -4.0005  2.6216  -0.0648
C  -0.6823  -3.4586  3.3718  -0.0580
C  -1.0869  -2.1337  3.1827  -0.0211
C  2.1452  2.3030  1.3146  -0.0394
C  3.4760  2.3738  1.7115  -0.0579
H  3.5961  -0.3755  3.7466  0.1296
H  1.1663  -0.1758  3.4624  0.1182
H  -0.2363  1.4670  0.3068  0.0852
H  -2.0479  2.3174  2.8472  0.1374
H  -2.2886  2.3510  1.0885  0.1145
H  -4.3493  2.1892  3.2060  0.1129
H  -4.5752  2.4536  1.4688  0.1104
H  -5.2169  0.0255  2.8442  0.1140
H  -5.0944  0.2339  1.0831  0.1082
H  -3.2772  -1.2190  1.1499  0.1307
H  -3.2559  -1.1086  2.9235  0.0939
H  1.3268  -1.1897  1.0184  0.0820
H  1.9154  -3.5802  1.1297  0.1134
H  0.6402  -5.0463  2.7235  0.1092
H  -1.2122  -4.0672  4.1073  0.1132
H  -1.8254  -1.6797  3.8521  0.1141
H  1.7375  3.0447  0.6282  0.1189
H  4.1383  3.1669  1.3514  0.1222
C  0.1374  -3.5854  -1.5832  0.0140
C  -0.5891  -2.3137  -1.7216  -0.1509
N  -1.8757  -2.2670  -2.1544  -0.0145
C  -2.6582  -3.4369  -2.5319  0.0213
C  -2.2695  -0.9408  -2.3517  -0.1558
C  -1.1973  -0.1042  -1.9581  -0.1130
C  -1.3663  1.2770  -2.0192  -0.0333
C  -2.5740  1.7824  -2.5308  -0.0546
C  -3.6030  0.9221  -2.9681  -0.0570
C  -3.4581  -0.4711  -2.8811  0.0018
C  -0.0907  -0.9813  -1.5979  -0.1044
C  1.2187  -0.6399  -1.2533  0.0773
C  1.9700  0.4556  -1.7871  -0.1931
C  1.6231  1.0957  -3.0009  -0.0092
C  2.3487  2.1850  -3.4555  -0.0132
C  3.4379  2.6750  -2.7188  -0.2405
C  4.1445  3.9081  -3.1890  -0.0360
C  3.8501  1.9977  -1.5645  -0.0228
C  3.1638  0.8757  -1.1414  -0.0032
H  1.2173  -3.3999  -1.6231  0.0951
H  -0.0949  -4.0433  -0.6101  0.0978
H  -0.1105  -4.3126  -2.3751  0.0985
H  -3.5975  -3.0962  -2.9737  0.0862
H  -2.0983  -4.0295  -3.2668  0.1041
H  -2.8800  -4.0660  -1.6595  0.1125
H  -0.5722  1.9432  -1.6835  0.1092
H  -2.7182  2.8663  -2.5980  0.1131
H  -4.5268  1.3337  -3.3724  0.1109
H  -4.2128  -1.1785  -3.2142  0.1074
H  1.8113  -1.4348  -0.7875  0.1242
H  0.7927  0.7116  -3.5867  0.1235
H  2.0431  2.6961  -4.3711  0.1278
H  4.8976  4.2310  -2.4654  0.0839
H  4.6376  3.7180  -4.1495  0.0972
H  3.4498  4.7412  -3.3469  0.0931
H  4.6902  2.3989  -0.9827  0.1250
H  3.5090  0.3130  -0.2719  0.1276



Q: Which of these has the lowest net charge?
A: C37H36N2O8TeV



Q: Which value of net charge does entry 1 give?
A: +1



Q: What is the maximum force in the first record?
A: 0.004 hartree/bohr